[1]
C40H37BrN7NiOS5 as an isolated structure in a non-equilibrium geometry. Source: OMol25; level of theory: ωB97M-V/def2-TZVPD.

Last column: Löwdin charge in e.
Geometry (Å):
Ni  -0.929  0.125  -0.259  0.530
Br  -0.563  -1.126  6.911  0.715
C  -0.497  -0.384  5.163  -0.698
C  -0.936  0.915  4.950  -0.142
C  -0.892  1.469  3.689  -0.044
C  -0.369  0.752  2.584  -0.313
C  0.034  -0.578  2.848  -0.040
C  -0.032  -1.142  4.096  -0.120
N  -0.158  1.247  1.328  -0.012
C  -0.311  2.669  1.191  -0.271
C  -0.155  3.754  -1.040  -0.276
C  0.601  4.534  -2.051  0.006
C  0.717  4.118  -3.319  -0.052
C  0.042  2.928  -3.751  -0.021
C  -0.686  2.210  -2.876  -0.047
N  -0.780  2.552  -1.555  0.027
H  -1.329  1.493  5.771  0.099
H  -1.303  2.461  3.585  0.097
H  0.358  -1.176  2.011  0.076
H  0.264  -2.169  4.249  0.084
H  -0.254  3.163  2.169  0.127
H  1.058  5.448  -1.708  0.126
H  1.286  4.680  -4.042  0.114
H  0.062  2.644  -4.787  0.116
H  -1.267  1.358  -3.177  0.108
N  2.626  -0.314  -0.903  0.087
C  1.827  -0.513  -2.008  -0.672
N  0.553  -0.322  -1.981  0.068
C  -0.056  -0.770  -3.125  -0.352
C  0.802  -1.202  -4.091  -0.340
S  2.431  -1.108  -3.543  1.052
C  -1.501  -0.871  -3.099  -0.374
C  -2.336  -1.256  -4.100  -0.338
S  -3.967  -1.337  -3.535  1.085
C  -3.402  -0.832  -1.952  -0.664
N  -2.121  -0.626  -1.895  0.053
N  -4.239  -0.621  -0.924  0.137
H  2.069  -0.576  -0.087  0.089
H  3.500  -0.826  -0.953  0.098
H  0.575  -1.600  -5.056  0.080
H  -2.099  -1.505  -5.114  0.083
H  -5.162  -1.017  -0.933  0.108
H  -3.799  -0.474  -0.025  0.092
C  4.319  2.314  0.485  0.005
N  3.036  2.813  1.003  -0.158
C  2.661  2.076  2.222  0.028
C  2.008  2.737  -0.069  -0.058
C  0.709  3.432  0.261  -0.259
C  0.716  4.806  0.882  -0.015
C  -0.492  5.329  0.687  0.008
C  -1.276  4.403  -0.191  -0.117
C  -1.623  3.043  0.478  -0.128
C  -1.588  1.994  -0.638  0.072
H  5.073  2.305  1.268  0.110
H  4.673  2.938  -0.332  0.113
H  4.170  1.303  0.114  0.086
H  3.142  3.804  1.254  0.177
H  2.396  1.052  1.966  0.107
H  1.804  2.529  2.710  0.104
H  3.495  2.074  2.922  0.115
H  1.798  1.683  -0.274  0.104
H  2.427  3.185  -0.976  0.144
H  1.520  5.232  1.457  0.118
H  -0.868  6.266  1.054  0.121
H  -2.112  4.848  -0.727  0.162
H  -2.505  3.023  1.112  0.153
O  -0.157  -1.628  0.165  -0.244
C  -0.359  -2.979  0.149  -0.605
C  -1.675  -3.412  0.759  -0.510
C  -2.541  -2.675  1.502  -0.129
C  -3.641  -3.431  1.973  -0.179
C  -3.589  -4.728  1.580  -0.388
S  -2.203  -5.057  0.619  1.055
C  0.756  -3.603  0.986  -0.454
C  2.101  -3.437  0.849  -0.172
C  2.847  -4.101  1.848  -0.180
C  2.057  -4.740  2.746  -0.391
S  0.390  -4.553  2.384  1.065
C  -0.327  -3.527  -1.269  -0.434
C  -1.404  -3.678  -2.088  -0.177
C  -1.075  -4.196  -3.357  -0.179
C  0.254  -4.420  -3.496  -0.391
S  1.126  -4.013  -2.071  1.068
H  -2.381  -1.632  1.729  0.098
H  -4.431  -3.030  2.584  0.101
H  -4.275  -5.526  1.789  0.064
H  2.555  -2.890  0.043  0.072
H  3.922  -4.101  1.893  0.099
H  2.339  -5.331  3.595  0.064
H  -2.412  -3.453  -1.790  0.104
H  -1.809  -4.405  -4.114  0.107
H  0.786  -4.819  -4.336  0.066

The strongest force on any atom is 0.037 Eh/bohr. Its net charge is +1. Its energy is -8077.91860 a.u. Its HOMO-LUMO gap (spin up / spin down) is 0.2088 / 0.2087 hartree. The value obtained for the energy above the lowest of the compared OMol25 structures with the same formula, charge and spin is 178.6 kJ/mol.

=====

[2]
C40H37ClF3IrN3OP2 as an isolated structure. Source: OMol25; level of theory: ωB97M-V/def2-TZVPD.

Last column: Löwdin charge in e.
Geometry (Å):
Ir  0.007  0.580  1.042  0.826
C  -1.075  4.052  0.032  -0.254
C  0.133  4.028  0.976  -0.312
P  1.143  2.540  0.716  0.873
C  2.037  2.845  -0.828  -0.333
C  1.418  2.643  -2.062  -0.095
C  2.069  2.992  -3.234  -0.053
C  3.349  3.532  -3.184  -0.058
C  3.977  3.718  -1.960  -0.058
C  3.324  3.380  -0.782  -0.068
C  2.383  2.433  2.015  -0.400
C  3.185  1.287  2.041  -0.104
C  4.120  1.117  3.050  -0.055
C  4.261  2.090  4.031  -0.047
C  3.470  3.230  4.004  -0.044
C  2.527  3.403  3.001  -0.072
C  -2.138  3.001  0.366  -0.324
P  -1.802  1.289  -0.156  0.950
C  -1.685  1.290  -1.958  -0.369
C  -2.270  2.368  -2.635  -0.075
C  -2.232  2.428  -4.019  -0.041
C  -1.623  1.412  -4.742  -0.044
C  -1.070  0.327  -4.078  -0.043
C  -1.104  0.262  -2.694  -0.105
C  -3.291  0.378  0.285  -0.340
C  -3.925  -0.394  -0.691  -0.069
C  -5.114  -1.041  -0.394  -0.049
C  -5.670  -0.928  0.873  -0.049
C  -5.033  -0.174  1.850  -0.056
C  -3.845  0.476  1.563  -0.095
H  -0.751  3.951  -1.008  0.092
H  -1.540  5.035  0.099  0.129
H  -0.193  4.036  2.018  0.068
H  0.769  4.899  0.806  0.111
H  0.433  2.200  -2.116  0.066
H  1.579  2.839  -4.187  0.113
H  3.855  3.809  -4.099  0.117
H  4.974  4.134  -1.918  0.117
H  3.823  3.533  0.167  0.111
H  3.107  0.544  1.253  0.088
H  4.746  0.235  3.065  0.115
H  4.995  1.962  4.815  0.118
H  3.587  3.988  4.766  0.119
H  1.910  4.292  3.000  0.108
H  -3.095  3.261  -0.090  0.102
H  -2.321  2.948  1.440  0.054
H  -2.761  3.168  -2.101  0.105
H  -2.682  3.268  -4.529  0.120
H  -1.594  1.460  -5.823  0.119
H  -0.623  -0.483  -4.640  0.118
H  -0.723  -0.612  -2.189  0.074
H  -3.492  -0.499  -1.676  0.107
H  -5.608  -1.630  -1.155  0.118
H  -6.603  -1.427  1.099  0.118
H  -5.466  -0.085  2.837  0.116
H  -3.351  1.047  2.338  0.061
C  -1.622  -4.082  3.838  0.003
N  -1.421  -3.181  2.716  -0.077
C  -1.718  -3.493  1.334  -0.004
C  -1.242  -2.239  0.627  -0.464
O  -1.273  -2.033  -0.560  0.057
N  -0.791  -1.343  1.587  -0.009
C  -0.908  -1.955  2.792  -0.395
N  -0.531  -1.421  3.943  0.207
H  -2.138  -4.968  3.479  0.104
H  -2.248  -3.619  4.602  0.102
H  -0.670  -4.393  4.273  0.105
H  -2.787  -3.641  1.168  0.151
H  -1.176  -4.369  0.974  0.151
H  -0.313  -0.437  3.999  -0.016
H  -0.635  -1.932  4.802  0.119
F  5.572  -3.998  -5.032  0.166
C  5.727  -2.702  -4.762  -0.596
F  5.642  -2.020  -5.912  0.170
F  6.955  -2.519  -4.265  0.171
C  4.685  -2.197  -3.783  -0.055
C  4.768  -0.863  -3.377  0.030
C  3.838  -0.363  -2.501  0.036
C  2.808  -1.209  -2.014  -0.203
C  2.747  -2.558  -2.433  0.034
C  3.682  -3.044  -3.317  0.032
C  1.867  -0.695  -1.133  -0.006
C  1.026  -0.235  -0.344  -0.202
H  5.563  -0.234  -3.757  0.140
H  3.874  0.668  -2.172  0.114
H  1.955  -3.192  -2.058  0.131
H  3.646  -4.072  -3.650  0.134
Cl  -0.777  1.502  3.080  0.146

The strongest force on any atom is 0.007 Eh/bohr. Its net charge is +2. Its spin multiplicity is 2. Its energy is -3332.42374 a.u. Its HOMO-LUMO gap (spin up / spin down) is 0.2757 / 0.2101 hartree. The value obtained for the energy above the lowest of the compared OMol25 structures with the same formula, charge and spin is 0.0 kJ/mol.